# 1
58
Properties=species:S:1:pos:R:3:forces:R:3 method="wB97M-V/def2-TZVPD" energy_ha=-1664.042545 de_lowest_kcal_mol=19.9 lumo_energy_ev=0.5 orbital_gap_ev=9.153 smiles="CS[C@@H](C)[C@@H](O)C(=O)NCC1(O)CCN(C(=O)Cc2ccc(CO)cc2)CC1" e_homo_ev=-8.65
C -4.327 -0.223 -0.073 0.0 0.0 0.0
S -2.734 0.405 -0.628 0.0 0.0 0.0
C -2.415 1.640 0.677 0.0 0.0 0.0
C -2.451 1.086 2.095 0.0 0.0 0.0
C -1.112 2.401 0.372 0.1 0.0 0.0
O -1.105 3.610 1.105 0.0 0.0 -0.1
C 0.215 1.686 0.704 -0.1 0.0 0.2
O 1.176 2.319 1.097 0.0 0.0 0.0
N 0.250 0.349 0.498 0.1 0.0 0.0
C 1.470 -0.407 0.683 0.0 0.0 0.0
C 2.184 -0.722 -0.631 -0.1 -0.1 -0.1
O 1.243 -1.533 -1.345 0.0 0.0 0.0
C 2.507 0.538 -1.436 0.0 0.0 0.0
C 3.651 1.338 -0.817 0.0 0.1 0.0
N 4.829 0.496 -0.657 0.0 -0.1 0.0
C 5.843 0.403 -1.573 -0.1 0.0 0.0
O 6.631 -0.525 -1.567 0.0 0.0 0.0
C 5.942 1.541 -2.589 0.1 0.0 0.0
C 7.176 1.467 -3.445 0.0 0.0 0.0
C 7.350 0.429 -4.358 0.0 0.0 0.0
C 8.481 0.371 -5.150 0.0 0.0 0.0
C 9.473 1.345 -5.050 0.0 0.0 0.0
C 10.700 1.234 -5.919 0.0 0.0 0.0
O 11.516 2.384 -5.759 0.0 0.0 0.0
C 9.305 2.379 -4.145 0.0 0.0 0.0
C 8.163 2.434 -3.352 0.0 0.0 0.0
C 4.583 -0.646 0.213 0.1 0.0 0.0
C 3.464 -1.516 -0.357 0.0 0.0 -0.1
H -4.702 -0.868 -0.865 0.0 0.0 0.0
H -4.237 -0.806 0.840 0.0 0.0 0.0
H -5.030 0.596 0.074 0.0 0.0 0.0
H -3.209 2.385 0.566 0.0 0.0 0.0
H -2.125 1.862 2.789 0.0 0.0 0.0
H -3.459 0.787 2.377 0.0 0.0 0.0
H -1.793 0.224 2.204 0.0 0.0 0.0
H -1.071 2.601 -0.708 0.0 0.0 0.0
H -1.649 4.253 0.642 0.0 0.0 0.0
H -0.553 -0.132 0.119 0.0 0.0 0.0
H 2.113 0.167 1.347 0.0 0.0 0.0
H 1.232 -1.356 1.165 0.0 0.0 0.0
H 1.617 -1.759 -2.203 0.0 0.0 0.0
H 2.799 0.226 -2.447 0.0 0.0 0.0
H 1.610 1.152 -1.533 0.0 0.0 0.0
H 3.883 2.208 -1.425 0.0 0.0 0.0
H 3.350 1.714 0.163 0.0 0.0 0.0
H 5.047 1.518 -3.218 0.0 0.0 0.0
H 5.917 2.493 -2.056 0.0 0.0 0.0
H 6.599 -0.347 -4.437 0.0 0.0 0.0
H 8.599 -0.445 -5.855 0.0 0.0 0.0
H 11.253 0.330 -5.641 0.0 0.0 0.0
H 10.390 1.123 -6.965 0.0 0.0 0.0
H 12.320 2.261 -6.269 0.0 0.0 0.0
H 10.067 3.141 -4.060 0.0 0.0 0.0
H 8.046 3.249 -2.646 0.0 0.0 0.0
H 5.504 -1.215 0.300 0.0 0.0 0.0
H 4.317 -0.267 1.204 0.0 0.0 0.0
H 3.239 -2.350 0.311 0.0 0.0 0.0
H 3.815 -1.944 -1.302 0.0 0.0 0.0

=====

# 2
57
Properties=species:S:1:pos:R:3:forces:R:3 method="wB97M-V/def2-TZVPD" energy_ha=-1512.583888 de_lowest_kcal_mol=61.9 lumo_energy_ev="-16.1 / -18.2" orbital_gap_ev="5.127 / 2.973" multiplicity=4 charge=+4 e_homo_ev="-21.21 / -21.21"
N 0.369 -3.922 -1.860 -1.3 0.9 -0.5
C -0.618 -3.883 -2.475 1.3 -0.6 0.5
C -1.808 -4.029 -3.302 -0.4 -0.1 -0.2
H -1.621 -4.806 -4.058 0.0 0.2 0.2
H -2.065 -3.097 -3.823 0.1 -0.3 0.1
H -2.660 -4.342 -2.683 0.2 0.0 -0.2
N -3.407 3.158 0.635 0.1 0.5 -0.9
C -3.998 4.091 0.268 0.3 -0.7 0.5
C -4.795 5.255 -0.101 0.0 0.2 0.0
H -5.353 5.058 -1.033 0.3 0.2 0.4
H -4.154 6.150 -0.167 -0.2 -0.4 -0.2
H -5.517 5.446 0.700 0.0 -0.1 -0.1
N 4.235 1.472 0.419 0.6 1.3 -0.9
C 4.882 2.338 -0.021 -1.0 -1.4 0.6
C 5.648 3.415 -0.627 0.3 0.3 -0.1
H 5.914 4.173 0.116 -0.1 -0.1 0.0
H 5.051 3.878 -1.424 0.2 -0.1 0.2
H 6.582 3.041 -1.059 -0.2 -0.1 0.1
Re -0.613 0.928 -0.991 -1.8 -2.3 7.0
C -0.336 1.928 0.796 0.3 3.1 5.7
O -0.206 2.440 1.832 -0.5 -2.4 -5.0
C -2.264 0.026 -0.244 -5.7 -2.1 3.7
O -3.203 -0.451 0.253 4.3 2.0 -2.6
C -1.137 0.259 -2.966 -1.2 -1.3 -1.5
C 0.198 -0.079 -2.681 1.0 -0.4 -0.9
C 1.084 0.946 -2.277 1.9 -0.1 -1.3
C 0.616 2.266 -2.138 2.2 1.4 -0.2
C -0.738 2.571 -2.348 -0.4 1.3 -1.2
C -1.601 1.568 -2.796 -1.0 1.1 -1.7
H -1.848 -0.520 -3.236 0.1 0.1 -0.1
H 0.479 -1.124 -2.578 0.2 -0.2 -0.4
H 2.082 0.680 -1.932 0.2 0.3 -0.3
H 1.293 3.052 -1.802 0.0 -0.2 0.0
H -1.160 3.542 -2.102 0.2 0.1 0.0
H -2.643 1.846 -2.900 -0.2 -0.4 -0.1
C -1.166 -0.571 3.580 -0.4 0.0 -0.1
C 0.254 -0.847 3.064 -0.3 1.7 0.2
P 0.248 -1.128 1.210 0.7 -3.3 2.7
C 2.037 -1.463 0.687 2.2 0.5 -1.9
C 2.874 -1.898 1.881 -1.1 -0.8 0.5
C -0.341 -2.935 1.270 -0.3 0.5 -1.5
C -0.035 -3.854 2.452 0.1 0.3 0.9
H -1.689 0.109 2.897 -0.2 0.0 0.3
H -1.146 -0.096 4.571 0.1 -0.2 -0.3
H -1.764 -1.490 3.671 0.2 0.3 -0.1
H 0.916 0.010 3.265 -0.2 -0.1 0.0
H 0.682 -1.715 3.594 -0.2 0.1 -0.8
H 1.929 -2.245 -0.083 -0.2 0.2 0.2
H 2.446 -0.552 0.220 -0.1 -0.1 0.3
H 2.927 -2.991 1.947 -0.3 0.2 0.0
H 3.896 -1.514 1.803 0.1 0.7 -0.4
H 2.513 -1.504 2.840 0.6 -0.1 -0.1
H -1.435 -2.860 1.154 0.0 -0.2 -0.1
H 0.083 -3.388 0.360 -0.5 0.3 0.0
H -0.479 -3.487 3.385 0.2 -0.2 -0.2
H -0.483 -4.841 2.254 0.0 0.4 -0.2
H 1.044 -4.017 2.582 -0.3 0.1 0.0